Below is C32H60N2OP3Sn as an isolated structure at a distorted geometry, with properties calculated with wB97M-V/def2-TZVPD.

- Molar mass: 700.48 Da
- HOMO level (alpha / beta): -16.6206 / -16.0774 eV
- Kohn-Sham gap (alpha / beta): 0.202 / 0.209 hartree
- Relative energy (zero: lowest compared OMol25 entry of this formula, charge and spin): 0.0 kcal per mole
- Total charge: +3
- LUMO (alpha / beta): -0.4090 / -0.3816 hartree

Last column: Löwdin charge in e.
Positions of all 99 atoms, in Å:
C 2.1750 -1.2243 -1.7565  -0.308
C 1.5257 0.8948 -2.6357  -0.324
C 3.0785 -1.4032 -2.8006  0.027
C 2.1814 0.5526 -3.8686  0.041
C 2.9917 -0.5719 -3.9300  0.024
H 3.7505 -2.2531 -2.7504  0.141
H 2.0778 1.2520 -4.7016  0.140
H 3.5645 -0.7972 -4.8282  0.141
N 1.4370 -0.0966 -1.6524  -0.072
P 0.4888 -2.5624 0.1484  1.055
P 0.4274 2.7578 -0.7949  1.069
C 2.1075 -2.3261 -0.6860  -0.263
H 2.3888 -3.3044 -1.1214  0.108
H 2.8553 -2.1149 0.0997  0.105
C 1.0111 2.1821 -2.3791  -0.201
H 1.0705 2.8873 -3.2174  0.103
C -1.3868 3.6399 -0.9589  -0.611
C 1.9008 3.9652 -0.4819  -0.662
C -0.4830 -3.7052 -1.0314  -0.656
C 0.9436 -3.4134 1.7759  -0.668
C -2.5059 2.7355 -0.4186  -0.122
H -2.4090 2.5703 0.6632  0.039
H -3.4764 3.2411 -0.5695  0.119
H -2.5583 1.7567 -0.9171  0.034
C -1.4191 4.9444 -0.1461  -0.079
H -1.2439 4.7643 0.9239  0.076
H -0.7124 5.7020 -0.5076  0.076
H -2.4278 5.3848 -0.2265  0.114
C -1.6733 3.9157 -2.4322  -0.079
H -2.6219 4.4737 -2.5084  0.117
H -0.8970 4.5138 -2.9234  0.090
H -1.7859 2.9905 -3.0082  0.046
C 1.7679 4.5440 0.9229  -0.073
H 1.8016 3.7638 1.6874  0.066
H 2.6278 5.2016 1.0682  0.109
H 0.8698 5.1516 1.0495  0.070
C 3.2220 3.1880 -0.5916  -0.070
H 3.1823 2.2416 -0.0484  0.056
H 3.5055 2.9955 -1.6331  0.093
H 4.0123 3.7898 -0.1246  0.113
C 1.8836 5.0624 -1.5545  -0.056
H 1.9963 4.6478 -2.5645  0.081
H 0.9799 5.6805 -1.5257  0.076
H 2.7460 5.7229 -1.3623  0.120
C -0.3525 -3.8929 2.4550  -0.068
H -0.0893 -4.2792 3.4520  0.113
H -1.0720 -3.0704 2.5804  0.068
H -0.8384 -4.7085 1.8999  0.079
C 1.6508 -2.3792 2.6680  -0.095
H 2.6180 -2.0635 2.2548  0.082
H 1.0318 -1.4936 2.8472  0.030
H 1.8499 -2.8499 3.6418  0.116
C 1.9076 -4.5963 1.5794  -0.058
H 2.8432 -4.3000 1.0832  0.091
H 2.1619 -4.9718 2.5831  0.116
H 1.4634 -5.4326 1.0277  0.071
C -0.2733 -3.2261 -2.4792  -0.081
H 0.7537 -3.4063 -2.8280  0.088
H -0.9449 -3.7932 -3.1418  0.111
H -0.5103 -2.1616 -2.6092  0.056
C -1.9744 -3.6050 -0.6607  -0.087
H -2.3510 -2.5872 -0.7998  0.016
H -2.5425 -4.2777 -1.3208  0.112
H -2.1589 -3.8917 0.3840  0.075
C -0.0439 -5.1711 -0.9310  -0.068
H 1.0304 -5.3096 -1.1087  0.090
H -0.3247 -5.6307 0.0253  0.082
H -0.5804 -5.7261 -1.7160  0.115
Sn -0.1476 0.1055 -0.0747  1.025
C 1.5228 1.0907 1.8097  -0.081
O 2.5816 0.9752 2.2428  0.137
N -2.8762 -0.7654 -1.7336  0.141
C -3.0607 -0.6796 -2.8915  -0.084
C -3.0516 -0.3289 -4.3786  -0.590
C -2.1136 0.8470 -4.4979  -0.053
C -2.5763 -1.5049 -5.2220  -0.034
C -4.4400 0.1149 -4.8379  -0.030
H -2.6097 1.6759 -3.9922  0.064
H -1.1801 0.5930 -3.9880  0.070
H -1.8952 1.1593 -5.5217  0.118
H -3.1062 -2.4241 -4.9423  0.102
H -2.7746 -1.3019 -6.2820  0.107
H -1.4989 -1.6268 -5.1007  0.078
H -4.4725 0.2930 -5.9211  0.110
H -5.1877 -0.6418 -4.5831  0.104
H -4.6835 1.0634 -4.3484  0.093
C -3.4964 0.5034 2.5131  -0.240
P -1.6559 0.4788 2.5902  0.751
C -1.3642 2.1420 3.3086  -0.263
C -1.4393 -0.5497 4.0977  -0.252
H -3.8306 0.8456 1.5256  0.037
H -3.9017 1.1725 3.2853  0.068
H -3.8678 -0.5160 2.6800  0.058
H -2.2349 2.4314 3.9164  0.070
H -0.4684 2.1179 3.9433  0.057
H -1.2182 2.8875 2.5130  0.019
H -1.7724 0.0079 4.9853  0.076
H -2.0291 -1.4712 4.0087  0.049
H -0.3834 -0.8142 4.2237  0.029

Cartesian forces (eV/Å) of the 2 atoms listed first:
0.07 0.09 0.41
0.13 -0.68 -0.08

---

Below is a 3-piece molecular cluster, C32H60NO2 overall at a distorted geometry, with properties calculated with wB97M-V/def2-TZVPD.

- Molar mass: 490.84 Da
- HOMO level: -11.1213 eV
- Kohn-Sham gap: 0.242 hartree
- Total charge: +1
- LUMO: -0.1670 hartree

Last column: Löwdin charge in e.
Positions of all 95 atoms, in Å:
C -5.6461 -0.0199 -1.3270  0.153
C -4.6793 0.9995 -1.5570  -0.026
N -3.4585 1.8951 -1.8510  -0.059
C -2.5870 1.7549 -2.9339  0.003
C -2.7414 0.6083 -4.0954  -0.100
C -1.3547 -0.1689 -4.4961  -0.197
C -0.1827 -0.1270 -3.3382  -0.214
C 0.9158 -1.2883 -3.7453  -0.205
C 2.0533 -1.5825 -2.6024  -0.202
C 1.6619 -1.0937 -1.0872  -0.218
C 0.4643 -2.0684 -0.4666  -0.209
C -0.3322 -1.1640 0.6566  -0.224
C 0.5990 -1.0970 2.0051  -0.191
C 0.2133 0.1740 2.9949  -0.202
C 0.4911 1.6523 2.2956  -0.219
C -0.0527 2.8418 3.2934  -0.213
C -0.1809 4.3220 2.5705  -0.217
C 0.9331 4.5848 1.3944  -0.229
C 0.7493 6.0981 0.7517  -0.222
C 1.7449 6.4048 -0.5146  -0.210
C 1.4137 5.4708 -1.8604  -0.249
C 2.2684 4.0640 -1.8952  -0.145
C -1.5295 2.9899 -2.7230  -0.062
C -1.8579 3.5893 -1.1964  -0.146
C -3.3372 2.9837 -0.8035  -0.123
H -6.5989 -0.6584 -1.0344  0.093
H -3.1535 1.1422 -5.0803  0.151
H -3.5722 -0.1980 -3.8207  0.129
H -1.6437 -1.3202 -4.6215  0.126
H -0.9518 0.1549 -5.5712  0.137
H 0.3626 0.9028 -3.4461  0.107
H -0.7166 -0.3005 -2.3113  0.106
H 1.5015 -0.8572 -4.6920  0.124
H 0.3591 -2.2526 -4.1442  0.111
H 2.2021 -2.7631 -2.5454  0.108
H 3.1126 -1.1622 -2.9560  0.121
H 2.6133 -1.2986 -0.4000  0.117
H 1.4073 0.0475 -0.9827  0.101
H -0.2672 -2.3733 -1.3511  0.106
H 0.8835 -3.0939 -0.0433  0.129
H -0.5924 -0.1192 0.1850  0.081
H -1.3253 -1.7320 0.9054  0.111
H 0.3751 -2.0880 2.6282  0.114
H 1.7308 -1.1445 1.7083  0.108
H -0.9179 0.0570 3.3015  0.114
H 0.8741 0.0751 3.9560  0.116
H -0.0403 1.7545 1.2464  0.075
H 1.6567 1.7709 2.0693  0.129
H 0.6866 2.8580 4.2276  0.126
H -1.1116 2.5786 3.7187  0.107
H -1.2684 4.5521 2.1846  0.102
H 0.0276 5.1190 3.4345  0.123
H 2.0189 4.4118 1.8463  0.134
H 0.8408 3.8225 0.4896  0.075
H -0.3870 6.2813 0.5223  0.102
H 1.0333 6.8743 1.6109  0.123
H 1.6270 7.5251 -0.8945  0.117
H 2.8688 6.1462 -0.2193  0.118
H 1.6656 6.0662 -2.8638  0.114
H 0.2415 5.3227 -1.8483  0.072
H 3.1412 4.0859 -1.0997  0.086
H 2.7180 3.9812 -2.9961  0.088
H 1.6265 3.1122 -1.6590  0.043
H -0.3818 2.7806 -2.6264  0.096
H -1.6521 3.9495 -3.4069  0.150
H -1.1678 3.0385 -0.3932  0.106
H -1.7429 4.7537 -1.0513  0.121
H -4.0570 3.8967 -1.0654  0.155
H -3.5699 2.7242 0.3282  0.163
C -1.6785 -2.3743 7.0060  -0.178
C -0.4544 -3.2476 6.9072  -0.177
C -0.0526 -3.0673 5.4595  -0.205
O -0.4594 -1.7465 5.0761  -0.192
C -1.3177 -1.2195 6.0974  -0.206
H -1.9113 -2.0576 8.0258  0.119
H -2.5484 -2.9078 6.6049  0.118
H 0.3324 -2.8590 7.5645  0.120
H -0.6367 -4.2921 7.1725  0.119
H -0.5740 -3.7791 4.8107  0.118
H 1.0246 -3.1798 5.3064  0.122
H -0.7582 -0.4488 6.6388  0.121
H -2.1954 -0.7561 5.6386  0.116
C 1.8570 -7.2573 -3.4902  -0.180
C 1.6487 -7.6954 -2.0635  -0.181
C 2.3952 -6.6288 -1.2923  -0.204
O 2.3143 -5.4232 -2.0649  -0.162
C 1.8124 -5.7498 -3.3682  -0.218
H 1.1104 -7.6511 -4.1844  0.117
H 2.8482 -7.5752 -3.8351  0.120
H 0.5812 -7.6572 -1.8161  0.117
H 2.0119 -8.7051 -1.8559  0.118
H 3.4543 -6.8852 -1.1830  0.120
H 1.9732 -6.4578 -0.2978  0.117
H 0.7844 -5.3770 -3.4332  0.113
H 2.4142 -5.2488 -4.1315  0.118

Cartesian forces (eV/Å) of the 2 atoms listed first:
6.74 7.67 -1.47
-5.46 -6.93 0.85

---

- Which formula does entry 1 have?
  C32H60N2OP3Sn

---

- Which of these has the lowest molar mass?
  C32H60NO2